{
  "formula": "C30H23ClN4OsPSSe4",
  "method": "wB97M-V/def2-TZVPD",
  "elements": ["Os", "Se", "Se", "Se", "Se", "Cl", "C", "C", "C", "C", "C", "C", "P", "C", "C", "C", "C", "C", "C", "C", "C", "C", "C", "C", "C", "H", "H", "H", "H", "H", "H", "H", "H", "H", "H", "H", "H", "H", "H", "S", "C", "N", "C", "C", "N", "C", "C", "C", "C", "C", "C", "C", "C", "N", "C", "N", "H", "H", "H", "H", "H", "H", "H", "H", "H"],
  "xyz": [[-0.401, 0.803, 0.241], [-1.102, -1.424, 3.029], [0.913, -1.871, 3.520], [2.075, -1.620, 1.523], [0.607, -1.398, -0.193], [1.776, 1.780, -0.127], [1.634, 2.673, -1.645], [2.636, 3.573, -1.959], [2.516, 4.306, -3.128], [1.416, 4.128, -3.959], [0.447, 3.194, -3.635], [0.545, 2.444, -2.462], [-0.735, 1.222, -1.982], [-2.263, 2.161, -2.305], [-2.648, 3.073, -1.321], [-3.777, 3.856, -1.488], [-4.540, 3.728, -2.641], [-4.161, 2.831, -3.628], [-3.025, 2.049, -3.464], [-0.635, -0.044, -3.284], [0.534, -0.238, -4.013], [0.604, -1.247, -4.966], [-0.485, -2.077, -5.184], [-1.640, -1.916, -4.429], [-1.714, -0.910, -3.481], [3.489, 3.698, -1.306], [3.286, 5.018, -3.389], [1.314, 4.720, -4.858], [-0.401, 3.039, -4.291], [-2.043, 3.181, -0.424], [-4.061, 4.565, -0.722], [-5.429, 4.330, -2.770], [-4.747, 2.741, -4.533], [-2.734, 1.358, -4.243], [1.395, 0.395, -3.844], [1.512, -1.381, -5.537], [-0.431, -2.857, -5.931], [-2.485, -2.575, -4.580], [-2.623, -0.789, -2.902], [0.325, 1.995, 4.827], [0.022, 1.522, 3.343], [-0.222, 1.130, 2.250], [-4.534, 0.489, 1.418], [-3.196, 0.805, 1.308], [-2.355, 0.110, 0.522], [-2.842, -0.932, -0.161], [-4.177, -1.299, -0.134], [-5.038, -0.562, 0.672], [-4.711, -2.341, -1.037], [-4.249, -3.559, -1.322], [-3.136, -4.322, -0.720], [-2.853, -5.591, -1.208], [-1.880, -6.324, -0.555], [-1.224, -5.847, 0.500], [-1.541, -4.609, 0.860], [-2.455, -3.819, 0.314], [-5.169, 1.076, 2.065], [-2.762, 1.622, 1.870], [-2.138, -1.485, -0.762], [-6.088, -0.821, 0.723], [-5.624, -2.044, -1.544], [-4.804, -4.123, -2.063], [-3.377, -5.990, -2.065], [-1.617, -7.324, -0.877], [-0.989, -4.203, 1.701]],
  "mulliken_charge": [0.672, 0.210, 0.076, -0.068, -0.002, -0.201, 1.168, -0.726, -0.439, -0.870, -0.192, -0.849, 1.359, 0.785, -0.679, -0.770, -0.591, -0.750, -0.259, 0.558, -0.797, -0.740, -0.697, -0.991, -0.512, 0.486, 0.410, 0.429, 0.439, 0.331, 0.460, 0.424, 0.457, 0.499, 0.435, 0.448, 0.419, 0.482, 0.783, -0.299, 0.459, -0.316, -1.129, -0.166, 0.144, 0.133, 0.103, -0.797, -1.091, -0.572, 1.222, -0.765, -0.245, -0.588, 0.028, -0.166, 0.512, 0.506, 0.406, 0.589, 0.459, 0.376, 0.392, 0.423, 0.184],
  "e_above_lowest_kcal_mol": 35.91,
  "e_tot_ev": -333937.65784,
  "charge": 1
}

---

{
  "formula": "C33H38BrN5O3Pb",
  "method": "wB97M-V/def2-TZVPD",
  "elements": ["Pb", "C", "C", "C", "C", "C", "C", "C", "C", "C", "C", "C", "C", "N", "C", "C", "C", "C", "C", "N", "C", "C", "C", "C", "H", "H", "H", "H", "H", "H", "H", "H", "H", "H", "H", "H", "H", "H", "H", "H", "H", "H", "H", "H", "H", "H", "H", "H", "H", "H", "H", "H", "H", "Br", "C", "C", "N", "C", "C", "C", "C", "O", "O", "H", "H", "H", "N", "C", "O", "C", "C", "C", "N", "C", "C", "H", "H", "H", "H", "H", "H"],
  "xyz": [[1.415, 0.003, -0.352], [-0.406, 5.000, 1.895], [0.458, 4.841, 0.637], [1.567, 3.803, 0.838], [-0.349, 4.666, -0.637], [-0.564, 5.758, -1.435], [-1.256, 5.650, -2.649], [-1.704, 4.412, -3.121], [-1.509, 3.261, -2.401], [-1.893, 1.939, -3.026], [-2.717, 0.980, -2.163], [-0.632, 1.266, -3.579], [-0.914, 3.407, -1.088], [-0.872, 2.351, -0.254], [-1.527, 2.149, 0.825], [-1.239, 1.168, 1.832], [-2.022, 1.117, 3.045], [-1.390, 0.240, 3.847], [-0.221, -0.242, 3.099], [-0.170, 0.315, 1.880], [0.786, -1.221, 3.615], [0.536, -1.532, 5.093], [0.656, -2.524, 2.802], [2.193, -0.618, 3.461], [0.214, 5.378, 2.707], [-0.828, 4.053, 2.235], [-1.221, 5.708, 1.739], [0.959, 5.800, 0.493], [1.184, 2.847, 1.199], [2.266, 4.172, 1.589], [2.131, 3.636, -0.082], [-0.183, 6.723, -1.128], [-1.416, 6.537, -3.249], [-2.200, 4.359, -4.081], [-2.513, 2.205, -3.885], [-2.103, 0.459, -1.429], [-3.165, 0.224, -2.810], [-3.530, 1.491, -1.644], [0.062, 1.020, -2.769], [-0.108, 1.908, -4.286], [-0.900, 0.341, -4.089], [-2.383, 2.788, 1.048], [-2.912, 1.693, 3.246], [-1.655, -0.060, 4.847], [-0.434, -2.006, 5.251], [0.599, -0.637, 5.713], [1.298, -2.227, 5.443], [-0.335, -2.966, 2.932], [1.390, -3.240, 3.172], [0.853, -2.372, 1.743], [2.288, 0.301, 4.040], [2.444, -0.413, 2.423], [2.926, -1.332, 3.838], [5.759, -5.991, 1.733], [5.093, -5.092, 0.223], [5.392, -5.557, -1.057], [4.952, -4.966, -2.161], [4.197, -3.883, -2.035], [3.846, -3.352, -0.798], [4.305, -3.971, 0.361], [2.991, -2.156, -0.717], [2.568, -1.573, -1.750], [2.640, -1.721, 0.443], [6.011, -6.438, -1.184], [3.854, -3.411, -2.948], [4.051, -3.577, 1.335], [-4.543, -4.200, -2.215], [-3.868, -3.169, -2.762], [-4.225, -2.535, -3.731], [-2.599, -2.739, -2.065], [-1.493, -2.432, -2.846], [-0.387, -1.869, -2.247], [-0.354, -1.568, -0.937], [-1.407, -1.899, -0.180], [-2.537, -2.502, -0.698], [-5.371, -4.524, -2.691], [-4.120, -4.808, -1.535], [-1.511, -2.610, -3.912], [0.503, -1.639, -2.817], [-1.336, -1.662, 0.872], [-3.369, -2.736, -0.048]],
  "mulliken_charge": [1.416, -1.378, 0.215, -1.206, 0.214, -0.869, -1.046, -0.979, 0.219, 0.521, -1.438, -1.100, 0.430, 0.851, -0.859, 0.718, -1.756, -0.798, -0.796, 0.858, 2.739, -2.235, -1.531, -1.195, 0.458, 0.236, 0.374, 0.669, -0.012, 0.463, 0.344, 0.528, 0.420, 0.504, 0.692, -0.024, 0.616, 0.373, -0.072, 0.459, 0.393, 0.591, 0.598, 0.664, 0.463, 0.462, 0.436, 0.349, 0.554, 0.118, 0.382, 0.052, 0.435, -0.139, -0.125, -0.126, -0.578, -0.289, 0.091, -0.297, 0.927, -0.856, -0.771, 0.387, 0.481, 0.591, -0.354, -0.006, -0.568, 0.630, -0.964, -0.454, 0.349, -0.181, -0.820, 0.271, 0.207, 0.540, 0.668, 0.369, 0.498],
  "e_above_lowest_kcal_mol": 0.00,
  "e_tot_ev": -123706.99311,
  "charge": 2
}